Entry 1:
{"formula": "C12H7BeCl3O5STe", "method": "ωB97M-V with the def2-TZVPD basis set", "e_above_lowest_ev": 1.812, "e_tot_ev": -78896.4602, "total_charge": -2, "spin_multiplicity": 1, "mol_weight_da": 506.22, "gap_ha": 0.182, "species": ["Te", "Cl", "Cl", "Cl", "S", "O", "O", "O", "O", "O", "C", "C", "C", "C", "C", "C", "C", "C", "C", "C", "C", "C", "Be", "H", "H", "H", "H", "H", "H", "H"], "positions_angstrom": [[0.62290, -1.10549, 1.93991], [-3.99625, 1.34193, -1.74182], [-2.65938, -0.50651, -6.63022], [-1.92970, -3.63278, -2.29733], [-0.48221, 0.75280, 0.68074], [-1.92856, 0.47603, 1.05635], [-3.05209, -1.31899, -0.81642], [-0.06459, 2.11491, 0.94383], [-1.02249, -2.02643, 0.99625], [-0.41456, 0.32008, -0.73477], [-3.26651, 0.26849, -4.09053], [2.60062, 1.67633, 2.38811], [-2.93759, -1.12737, -2.08649], [3.72816, 2.27209, 2.94674], [-3.34704, 0.06523, -2.72611], [4.54472, 1.57451, 3.82859], [-2.35185, -1.93975, -4.33761], [2.24502, 0.35658, 2.68725], [-2.76704, -0.74310, -4.88856], [4.21340, 0.26141, 4.14132], [3.08623, -0.32066, 3.57432], [-2.44272, -2.11369, -2.96895], [-1.89502, -1.05721, 0.27717], [3.97003, 3.29960, 2.68790], [1.98027, 2.25259, 1.71363], [-3.58646, 1.20837, -4.51713], [4.83294, -0.30727, 4.82993], [2.85563, -1.35433, 3.83779], [-1.95664, -2.73127, -4.95821], [5.42077, 2.04391, 4.26434]], "atomic_forces_ev_per_a": [[-0.1, 0.0, 0.0], [0.0, -0.1, 0.0], [0.0, 0.0, 0.1], [0.0, 0.1, 0.0], [0.1, -0.4, -0.3], [0.0, -0.1, -0.1], [0.2, 0.1, 0.2], [-0.1, 0.1, 0.1], [0.0, 0.3, -0.1], [0.1, 0.2, 0.1], [0.0, 0.0, 0.0], [0.0, 0.0, 0.0], [0.0, 0.0, 0.0], [0.0, 0.0, 0.0], [-0.1, 0.1, 0.0], [0.0, 0.0, 0.0], [0.0, 0.0, 0.0], [0.0, -0.1, -0.1], [0.0, 0.0, -0.1], [0.0, 0.0, 0.0], [0.1, 0.0, 0.1], [0.0, -0.1, 0.0], [-0.3, -0.3, 0.3], [0.0, 0.0, 0.0], [0.0, 0.0, 0.0], [0.0, 0.0, 0.0], [0.0, 0.0, 0.0], [0.0, 0.0, 0.0], [0.0, 0.0, 0.0], [0.0, 0.0, 0.0]], "lowdin_charge": [1.222, 0.699, 0.572, 0.693, 0.291, -0.400, -0.078, -0.400, -0.797, -0.408, -0.158, -0.137, -0.443, -0.136, -0.569, -0.160, -0.161, -0.469, -0.683, -0.151, -0.231, -0.568, -0.058, 0.081, 0.061, 0.093, 0.077, 0.055, 0.092, 0.072]}

=====

Entry 2:
{"formula": "C12H7Cl3N3O2SbScSe4Si", "method": "ωB97M-V with the def2-TZVPD basis set", "e_above_lowest_ev": 1.025, "e_tot_ev": -355198.1422, "total_charge": -1, "spin_multiplicity": 1, "mol_weight_da": 842.21, "gap_ha": [0.234, 0.161], "species": ["Sb", "Se", "Se", "Se", "Se", "Sc", "Cl", "Cl", "Cl", "Si", "O", "O", "N", "N", "N", "C", "C", "C", "C", "C", "C", "C", "C", "C", "C", "C", "C", "H", "H", "H", "H", "H", "H", "H"], "positions_angstrom": [[4.16809, -2.49666, 2.42062], [4.34382, -2.22677, 0.02683], [2.86207, -4.49208, 1.91166], [6.02742, -2.55646, 3.84524], [2.65104, -0.72481, 3.40332], [0.61507, -0.57172, 2.09164], [-3.33112, -0.52375, 2.42808], [-1.54042, 0.66473, 4.98126], [-2.19504, -2.52682, 4.79154], [-1.62489, -0.92112, 3.59364], [-1.66133, 1.75442, -4.80170], [-0.77121, -0.22000, -4.97255], [-0.26439, 1.20797, 1.18961], [-1.08410, 0.78324, -4.30003], [0.49741, -1.06473, -0.01840], [0.94321, -2.18621, -0.57385], [-0.47520, 1.09535, -0.13025], [-1.54203, 3.26248, -0.17356], [-1.33438, 3.34580, 1.16567], [-0.05824, -0.10401, -0.80111], [-0.21959, -0.25939, -2.19309], [0.26688, -1.47580, -2.73783], [-1.28256, 1.95684, -2.25317], [-0.85305, 0.81567, -2.92272], [-1.10915, 2.11251, -0.88933], [0.84021, -2.41244, -1.93500], [-0.68853, 2.30821, 1.83039], [1.23329, -3.33247, -2.34461], [-1.76238, 2.73154, -2.83228], [-2.03918, 4.06039, -0.71029], [-0.51649, 2.34687, 2.89411], [0.17372, -1.63063, -3.79584], [1.39417, -2.92834, 0.08258], [-1.66310, 4.20823, 1.72940]], "atomic_forces_ev_per_a": [[0.1, -0.2, 0.1], [0.0, 0.1, -0.4], [-0.3, 0.0, -0.1], [0.4, 0.0, 0.3], [0.1, 0.5, 0.5], [-0.3, -0.4, -0.4], [0.1, 0.0, 0.1], [0.0, 0.0, 0.0], [0.1, 0.0, -0.2], [-0.2, -0.1, 0.2], [0.0, 0.2, -0.4], [0.1, 0.1, 0.0], [0.0, 0.3, 0.2], [-0.3, -0.4, 0.0], [0.0, -0.1, -0.2], [0.1, -0.3, 0.4], [-0.3, 0.4, -0.2], [-0.1, 0.1, -0.3], [0.0, 0.2, 0.3], [0.0, -0.1, -0.3], [0.0, 0.0, 0.0], [-0.3, 0.6, -0.2], [-0.1, 0.3, 0.1], [0.3, -0.3, 0.1], [0.1, -0.1, 0.1], [0.3, -0.4, 0.2], [0.2, -0.2, 0.3], [0.0, 0.0, 0.0], [0.0, 0.0, 0.1], [0.0, 0.0, 0.0], [0.0, 0.0, 0.1], [0.0, 0.0, -0.1], [-0.1, 0.1, 0.0], [0.0, 0.0, 0.0]], "lowdin_charge": [-0.385, -0.010, -0.031, -0.156, 0.019, 0.492, 0.138, 0.147, 0.152, -0.677, -0.010, -0.021, -0.026, -0.383, -0.005, -0.166, -0.154, -0.001, -0.054, -0.131, -0.026, 0.038, 0.028, -0.118, -0.141, -0.032, -0.140, 0.121, 0.117, 0.120, 0.076, 0.101, 0.006, 0.112]}

=====

Entry 3:
{"formula": "C12H7HgN2O5", "method": "ωB97M-V with the def2-TZVPD basis set", "e_above_lowest_ev": 2.661, "e_tot_ev": -29938.1141, "total_charge": 1, "spin_multiplicity": 1, "mol_weight_da": 459.79, "gap_ha": 0.246, "species": ["Hg", "O", "O", "O", "O", "O", "N", "N", "C", "C", "C", "C", "C", "C", "C", "C", "C", "C", "C", "C", "H", "H", "H", "H", "H", "H", "H"], "positions_angstrom": [[-0.17869, 0.75132, -1.83952], [-0.22655, 3.10799, -4.55271], [-0.29957, -2.00257, -2.88660], [-3.61994, 0.62495, -2.13372], [3.20216, 0.66361, -2.13804], [-0.23429, 3.54632, 0.36672], [-1.06128, -2.12149, 1.10249], [-0.33785, -0.47335, -0.08610], [0.27280, -0.35053, 1.15856], [1.49115, 0.51177, 2.99887], [0.12911, -1.54975, 3.24897], [-0.20756, -0.90902, -3.38281], [2.08014, 0.70582, -1.99474], [1.13825, 0.65191, 1.64593], [-2.49898, 0.70884, -2.00266], [-0.19578, -1.40642, 1.92251], [0.99196, -0.56431, 3.75937], [-1.16882, -1.55425, -0.12556], [-0.21785, 2.42860, -3.61871], [-0.24242, 2.67867, -0.35188], [2.16376, 1.24365, 3.46791], [-0.30494, -2.41074, 3.74854], [1.50047, 1.48555, 0.98371], [-1.77045, -1.84464, -1.04366], [-0.09910, -0.31136, -4.37777], [-1.58818, -2.95006, 1.31714], [1.28246, -0.66054, 4.81376]], "atomic_forces_ev_per_a": [[0.3, -1.4, -1.2], [0.0, -2.6, 3.2], [0.1, -0.3, -2.2], [1.3, -0.3, -0.1], [-1.5, -0.3, -0.1], [-0.1, -0.9, -0.7], [-1.0, -0.8, -0.9], [-1.3, -1.3, 0.2], [-0.5, 0.1, -1.1], [-0.1, 0.2, -0.8], [0.6, 0.4, 0.2], [0.0, 2.7, 1.5], [3.8, 0.7, 0.4], [0.0, -0.2, 0.2], [-3.7, 0.8, 0.3], [-0.4, 0.0, -0.4], [-0.4, -0.9, 0.7], [2.3, 2.2, 1.1], [-0.1, 3.9, -4.1], [-0.1, 1.8, 1.2], [-0.4, -0.4, -0.2], [0.4, 0.3, 0.6], [-0.3, -1.1, 1.0], [0.9, 0.1, 1.7], [-0.1, -2.8, -0.2], [0.1, -0.1, 0.5], [-0.1, 0.2, -0.5]], "lowdin_charge": [0.674, 0.133, -0.073, 0.156, 0.166, 0.167, 0.136, -0.064, -0.233, -0.060, 0.011, -0.326, -0.053, -0.025, -0.064, -0.203, -0.057, -0.087, -0.015, -0.006, 0.119, 0.125, 0.094, 0.149, 0.052, 0.169, 0.117]}

=====

Entry 4:
{"formula": "C12H8AsCoF6N2OS", "method": "ωB97M-V with the def2-TZVPD basis set", "e_above_lowest_ev": 0.000, "e_tot_ev": -143199.4964, "total_charge": 1, "spin_multiplicity": 2, "mol_weight_da": 476.12, "gap_ha": [0.288, 0.175], "species": ["As", "Co", "S", "F", "F", "F", "F", "F", "F", "O", "N", "N", "C", "C", "C", "C", "C", "C", "C", "C", "C", "C", "C", "C", "H", "H", "H", "H", "H", "H", "H", "H"], "positions_angstrom": [[3.34336, -0.53612, -0.85366], [0.70652, -0.09513, -0.36118], [-0.64204, -1.82071, -0.80652], [3.90510, -1.83112, -1.76960], [4.54633, -0.54479, 0.31922], [4.04289, 0.65352, -1.81719], [2.31815, -1.61579, 0.10397], [2.38930, 0.75107, 0.03590], [1.81041, -0.43288, -1.89175], [0.12355, -0.20139, 1.42043], [-0.29725, -1.39553, 1.75158], [-2.82940, 5.61699, -2.70396], [-2.27588, 4.68761, -2.31903], [0.39845, 2.12263, -1.86624], [-0.29824, 3.24625, -2.31238], [-0.25762, 1.34845, -0.93554], [-0.31743, -1.70083, 3.05630], [-0.72663, -2.28251, 0.78887], [-2.17568, 2.70761, -0.87902], [-1.56977, 3.52444, -1.82797], [-1.21333, -3.54008, 1.20329], [-1.50917, 1.57791, -0.41237], [-1.24133, -3.86778, 2.53514], [-0.78648, -2.93526, 3.46452], [0.15607, 3.90297, -3.04246], [1.38944, 1.90450, -2.23084], [0.05495, -0.92410, 3.70721], [-0.78309, -3.15048, 4.52401], [-1.60310, -4.83438, 2.85583], [-1.95443, 0.93864, 0.33535], [-1.54224, -4.22687, 0.43522], [-3.16141, 2.95315, -0.50713]], "atomic_forces_ev_per_a": [[0.9, -0.2, -0.2], [0.1, -1.8, 0.7], [0.0, 0.7, -0.7], [-0.1, 0.0, 0.0], [-0.1, 0.1, 0.1], [-0.1, 0.1, 0.0], [-0.2, 0.0, 0.1], [0.2, 0.4, 0.2], [0.1, 0.1, -0.4], [0.0, 0.3, -0.2], [0.0, 0.0, 0.2], [0.0, -0.1, 0.0], [0.1, -0.1, 0.1], [-0.7, 0.6, 0.0], [0.4, -0.1, -0.1], [0.0, -0.4, 0.1], [-0.1, -0.2, 0.0], [-0.2, -0.4, 0.7], [-0.1, -0.2, 0.2], [-0.2, 0.3, -0.1], [0.0, 0.1, -0.1], [-0.2, 0.7, -0.4], [0.0, 0.0, -0.1], [0.1, 0.2, 0.2], [0.0, 0.0, 0.0], [0.0, 0.0, 0.0], [0.0, 0.0, 0.0], [0.0, 0.0, 0.0], [0.0, 0.0, 0.0], [0.0, 0.0, 0.0], [0.0, 0.0, 0.0], [0.0, 0.0, 0.0]], "mulliken_spin": [0.003, 0.030, 0.619, 0.000, 0.000, 0.000, 0.004, -0.004, -0.003, 0.134, 0.129, 0.002, -0.001, 0.021, -0.003, -0.016, -0.056, -0.039, 0.001, 0.006, 0.099, -0.011, -0.068, 0.144, 0.000, 0.001, 0.003, 0.003, -0.001, 0.001, 0.000, 0.000]}

=====

Entry 5:
{"formula": "C12H8AuFN2O10S2", "method": "ωB97M-V with the def2-TZVPD basis set", "e_above_lowest_ev": 0.000, "e_tot_ev": -64112.8339, "total_charge": -2, "spin_multiplicity": 1, "mol_weight_da": 620.30, "gap_ha": 0.260, "species": ["Au", "S", "S", "F", "O", "O", "O", "O", "O", "O", "O", "O", "O", "O", "N", "N", "C", "C", "C", "C", "C", "C", "C", "C", "C", "C", "C", "C", "H", "H", "H", "H", "H", "H", "H", "H"], "positions_angstrom": [[-0.09322, 0.58400, 0.00614], [2.08125, -1.06115, -1.68932], [-1.25148, -2.41704, -1.96599], [-1.06012, 7.86532, -1.01680], [-0.73486, -2.23410, -0.61604], [3.31638, -0.51235, -2.22294], [2.05050, -2.49368, -1.58550], [-5.20233, 4.51390, -1.62330], [-2.67624, -2.12560, -2.07979], [-0.94381, 3.44981, -1.00662], [1.76649, -0.35217, -0.40334], [-3.19592, 8.42496, -2.75468], [-1.70089, 1.86542, 0.42917], [-0.86294, -3.65958, -2.60876], [-3.18887, 4.97845, -0.62334], [-4.14217, 6.44582, -2.15231], [-3.09864, 3.66948, 0.02737], [0.79704, -0.56262, -2.86555], [-2.13290, 5.84884, -0.52154], [0.34827, 0.92241, -4.72736], [-2.09086, 7.01578, -1.17742], [-1.31639, -0.63303, -3.99555], [-4.23875, 5.23781, -1.47540], [1.19251, 0.44869, -3.73842], [-0.48550, -1.11254, -2.98578], [-3.13754, 7.40311, -2.09668], [-0.91512, 0.36942, -4.86187], [-1.76444, 2.94336, -0.25241], [-1.33176, 5.55036, 0.13641], [-3.21510, 3.78922, 1.10533], [2.18724, 0.85443, -3.61967], [-3.92215, 3.06316, -0.33744], [-4.89759, 6.62949, -2.79405], [-1.59451, 0.72543, -5.62804], [0.67590, 1.72364, -5.37994], [-2.31035, -1.05420, -4.06148]], "atomic_forces_ev_per_a": [[0.4, 0.1, -0.1], [0.2, -0.3, -0.2], [0.1, -0.1, 0.4], [0.0, 0.0, 0.0], [-0.1, 0.2, -0.2], [0.0, 0.1, 0.0], [0.0, 0.1, 0.1], [0.1, 0.0, 0.0], [-0.1, 0.0, -0.1], [-0.1, -0.1, 0.0], [-0.6, 0.1, 0.2], [0.0, 0.0, 0.0], [0.1, -0.2, -0.2], [0.0, 0.0, -0.1], [0.1, -0.1, -0.2], [0.0, 0.0, 0.0], [0.0, 0.0, 0.1], [0.0, 0.0, 0.0], [0.0, 0.1, 0.1], [0.0, 0.0, 0.0], [-0.1, 0.0, 0.0], [-0.1, 0.1, 0.0], [-0.1, 0.0, 0.1], [0.0, 0.1, 0.0], [0.0, 0.0, 0.0], [0.0, 0.0, 0.0], [0.0, 0.0, 0.0], [0.0, 0.1, 0.2], [0.0, 0.0, 0.0], [0.0, 0.0, 0.0], [0.0, 0.0, 0.0], [0.0, 0.0, 0.0], [0.0, 0.0, 0.0], [0.0, 0.0, 0.0], [0.0, 0.0, 0.0], [0.0, 0.0, 0.0]], "lowdin_charge": [0.838, 0.455, 0.393, 0.069, -0.399, -0.363, -0.311, 0.072, -0.386, 0.013, -0.503, 0.064, -0.191, -0.356, 0.013, 0.207, -0.031, -0.247, 0.044, -0.101, -0.188, -0.079, -0.464, -0.083, -0.226, -0.416, -0.098, -0.671, 0.151, 0.130, 0.098, 0.128, 0.160, 0.089, 0.090, 0.099]}

=====

Entry 6:
{"formula": "C12H8Cl2N2O2S", "method": "ωB97M-V with the def2-TZVPD basis set", "e_tot_ev": -55529.1105, "spin_multiplicity": 1, "mol_weight_da": 315.18, "gap_ha": 0.341, "species": ["Cl", "Cl", "S", "O", "O", "N", "N", "C", "C", "C", "C", "C", "C", "C", "C", "C", "C", "C", "C", "H", "H", "H", "H", "H", "H", "H", "H"], "positions_angstrom": [[0.43584, 1.60678, -0.93891], [5.68935, 1.01338, -0.24781], [-4.04559, 1.46573, -0.49581], [-4.15827, -1.69421, -0.67419], [0.01000, -2.25514, 0.93042], [-1.93748, -1.74470, -0.94190], [-0.67567, -1.18004, -0.93121], [-2.09081, 0.67957, 0.97360], [-3.31572, 2.58693, 0.57669], [-2.94525, 0.22731, 0.00647], [1.74729, 0.55938, -0.50328], [2.66038, -1.49314, 0.31564], [4.11176, 0.33240, -0.17393], [3.93640, -0.97195, 0.26657], [-2.30617, 2.03316, 1.29946], [1.54548, -0.75495, -0.08255], [0.22654, -1.45345, 0.05024], [3.02200, 1.10317, -0.54796], [-3.09447, -1.13365, -0.53827], [-2.00411, -2.72706, -1.18479], [-1.73268, 2.56686, 2.03586], [-0.48106, -0.48333, -1.63991], [3.16219, 2.12268, -0.86996], [4.78560, -1.56218, 0.57035], [-3.67878, 3.59492, 0.61136], [2.49325, -2.49800, 0.67269], [-1.36003, 0.05959, 1.46112]], "atomic_forces_ev_per_a": [[0.1, 0.3, -0.1], [0.2, 0.1, 0.0], [0.4, -0.1, 0.3], [-0.1, 0.0, 0.0], [0.0, -0.1, 0.2], [0.6, -0.5, -0.1], [-0.5, 0.0, -0.4], [-0.3, -0.2, -0.2], [-0.2, -0.2, -0.3], [-0.3, 0.5, 0.2], [0.2, -0.2, 0.1], [-0.1, 0.1, -0.1], [-0.4, -0.1, 0.0], [0.0, 0.1, 0.0], [-0.1, 0.2, 0.0], [0.2, 0.1, 0.1], [-0.2, -0.1, -0.1], [0.1, 0.0, 0.0], [0.1, 0.0, 0.0], [0.0, 0.2, 0.0], [0.1, 0.1, 0.1], [-0.1, -0.3, 0.2], [0.0, 0.1, 0.0], [0.1, 0.0, 0.0], [-0.1, 0.2, 0.0], [0.0, -0.1, 0.0], [0.1, -0.2, 0.1]], "lowdin_charge": [0.781, 0.703, 1.073, 0.074, 0.094, 0.092, 0.047, -0.151, -0.404, -0.453, -0.563, -0.003, -0.667, -0.084, -0.195, -0.142, -0.466, -0.128, -0.498, 0.167, 0.105, 0.104, 0.104, 0.110, 0.063, 0.126, 0.111]}

=====

What is the formula in the sixth record?
C12H8Cl2N2O2S